40
Properties=species:S:1:pos:R:3:forces:R:3 method="wB97M-V/def2-TZVPD" gap_ev=7.31 molar_mass_g_mol=385.90 lumo_ev=-1.450 smiles="O=C(Nc1ccc(Cl)cn1)C1CCN(S(=O)(=O)c2cccs2)CC1"
Cl -8.753232 0.251940 0.572377 0.41 -0.86 1.03
S 3.086672 0.286466 1.025868 -9.95 -10.37 4.68
S 5.492071 -1.185746 -0.078347 -1.48 2.73 0.34
O -1.995059 -1.710814 0.846226 1.25 3.17 -3.24
O 2.703836 -1.028723 1.850357 2.19 4.07 -3.73
O 2.681613 1.391579 1.709784 -0.96 6.05 2.53
N -2.796233 0.056194 -0.506760 -3.77 -4.89 4.54
N -5.007762 0.654992 -0.906303 -4.68 2.05 1.80
N 2.194928 0.203072 -0.327647 3.39 -1.92 -0.70
C -4.240485 -0.112568 -0.152298 1.59 0.32 -1.44
C 6.878689 -0.185849 -0.565991 -0.91 -3.21 3.87
C -4.885526 -0.960132 0.696845 5.67 -3.45 2.36
C 1.287691 1.144137 -0.518345 -4.07 8.63 -1.53
C -0.592864 -0.410432 -0.763651 3.28 -0.89 10.66
C -1.765520 -0.819797 -0.034783 -4.70 -1.30 1.58
C 5.521920 1.381230 0.645276 -3.54 -5.58 0.53
C 6.737259 0.991838 0.245859 6.71 1.92 -5.37
C -7.040959 -0.091186 0.554694 -3.97 11.62 -9.24
C -0.174272 0.878611 0.141404 2.18 1.16 -0.57
C 4.559307 0.300452 0.732022 13.38 -1.20 -4.66
C 1.857447 -1.058250 -0.887934 -1.10 0.15 -4.04
C -6.381695 0.805403 -0.455213 3.21 -1.88 -1.53
C -6.208790 -0.898788 0.926362 2.31 -7.71 7.19
C 0.483563 -1.367455 -0.463734 -0.36 -6.17 0.48
H 0.600170 -1.634461 0.675353 -0.96 0.66 -2.07
H -0.838918 1.762724 -0.123858 0.83 -1.07 0.67
H -2.741821 0.782243 -1.117653 0.85 2.21 -2.15
H -6.707760 -1.398033 1.768655 1.09 -1.56 -0.03
H -4.159744 -1.753187 1.268785 -2.25 2.10 -1.34
H 0.016123 0.776180 1.356084 -0.94 -0.24 -3.34
H -6.857227 1.468789 -1.156035 -0.69 0.23 0.33
H 1.760919 -1.039356 -2.071233 0.85 0.64 1.94
H 1.203289 1.723028 -1.603906 -0.22 -2.80 1.36
H -0.832199 -0.100041 -1.617004 -1.23 2.19 -7.32
H 0.139091 -2.429904 -1.029917 1.07 2.46 1.60
H 7.732181 -1.051149 -0.752215 -1.64 3.28 0.07
H 2.562755 -1.811705 -0.701232 0.82 -0.95 0.71
H 1.670271 2.191909 -0.230893 -0.37 -1.67 1.02
H 7.650233 1.803200 -0.029841 -2.61 -2.03 1.48
H 5.160021 2.193581 1.078839 -0.70 4.12 1.55